99
Properties=species:S:1:pos:R:3:mulliken_spin:R:1 method="wB97M-V/def2-TZVPD" e_above_lowest_kj_mol=63.3 spin_multiplicity=2 orbital_gap_ev="6.931 / 6.940" e_homo_ev="-6.731 / -6.738" lumo_ha="0.0073 / 0.0074" charge=0
H 0.0097 -0.5076 -4.8115 0.000
H 1.6240 -2.8736 -2.4635 -0.001
C 2.7367 1.7340 0.2193 0.006
H -2.9444 -2.8031 0.9145 0.000
H 4.1857 3.2314 0.6518 0.000
C 2.9036 -1.8180 0.6561 0.005
H -2.0478 -1.9870 -4.5239 0.000
N 0.4305 -5.2502 1.6351 0.000
H 5.9608 1.5017 1.1752 0.000
H 0.9440 -3.9764 -3.6632 0.000
H 2.3868 -2.2115 2.6806 -0.003
H -0.5042 -5.4525 1.9367 0.000
H -2.5355 2.7003 6.3233 0.000
C -1.2297 2.5669 0.1112 0.002
C 0.6329 2.0035 2.8032 0.003
H -0.2127 0.7581 -2.8302 -0.003
C -0.1959 -2.1498 -3.4002 -0.001
H 3.8280 0.6305 -4.5629 0.000
H -1.6267 2.1281 1.0280 0.002
C 4.7391 -1.2505 -4.0944 0.000
C 0.6252 -1.2895 -4.3601 -0.001
H -0.4194 2.8189 -2.3928 0.000
H -4.0811 2.1531 -1.7817 0.000
H -3.9263 2.0569 -0.0198 0.000
H -0.1763 2.2955 0.0081 0.000
Br 5.3731 -1.5180 -5.8677 0.000
N -0.7132 0.8786 4.0810 0.000
H -0.9919 -3.3138 -5.0506 0.000
H -5.0403 -0.9800 -1.4907 0.000
C 4.9930 -2.2080 -3.1254 0.000
H -5.7891 -0.6910 0.0851 0.000
H 1.0279 -1.9114 -5.1622 0.000
H 0.9481 -5.9900 1.1883 0.000
H -4.3281 -0.3886 2.1527 0.000
H -3.5148 3.7917 5.3345 0.000
H 3.7556 -3.1397 2.0971 0.000
C -1.7819 0.5436 -1.2651 0.006
C 4.9969 1.1896 0.7905 0.000
H 1.9378 2.4688 0.1122 0.001
H -3.5409 3.5543 -0.8538 0.000
N 0.4295 0.8335 2.2421 -0.002
C -3.6362 -0.8696 0.1504 0.003
C 3.9813 2.1767 0.5395 -0.001
H 1.4616 -0.8225 -3.8422 0.001
H 0.7516 3.7273 4.8051 0.000
H -2.5785 -0.5526 2.0076 -0.002
H -0.7297 5.2414 3.3270 0.000
C -0.7717 0.1105 -2.1742 0.000
C -0.1130 3.0850 4.9654 0.000
C 0.6807 -3.9704 1.2163 -0.001
H -1.9054 2.3673 -3.2515 0.000
H 5.4789 -0.8801 0.7725 0.000
C -1.7735 -1.7428 -1.3804 -0.001
H -2.0985 -2.7686 -1.3157 0.000
C -1.5092 2.8120 -2.3384 0.000
S -0.4011 -2.7533 1.8519 -0.007
C 3.4359 -0.5589 -0.0442 -0.005
H -2.8338 2.3275 4.6259 0.000
H -1.8386 3.8514 -2.2892 0.000
C 3.2881 -2.1513 2.0665 0.001
H -1.9292 -3.4633 -3.5584 0.000
C 0.6943 -3.2767 -2.8612 0.011
C -0.7890 -1.2950 -2.2847 0.011
H -2.4766 5.2430 3.5979 0.000
H -1.7243 3.8728 2.7977 0.000
C -3.4717 -0.1717 1.5099 0.005
C -2.4168 -0.6421 -0.7558 -0.021
C -2.0208 2.0541 -1.0987 -0.006
C -3.4844 2.4657 -0.9241 0.000
C 4.5304 -2.0015 -1.8381 -0.001
N 2.3533 0.4533 0.0254 -0.017
H -1.2926 3.6564 0.1893 0.000
N 2.0691 -2.5355 -0.0090 -0.006
C -4.9357 -0.4381 -0.5486 0.000
N 1.7018 -3.7667 0.4674 0.003
H 4.7259 -2.7551 -1.0834 0.000
C -1.3999 3.9345 4.9376 0.000
H -4.6646 -2.4827 1.1457 0.000
Ce 0.2687 -0.7630 0.0820 1.020
H -4.9861 0.6229 -0.7671 0.000
H 1.2778 2.7815 2.4307 0.000
C 4.7415 -0.1073 0.5882 -0.003
H -4.0744 -2.9213 -0.4540 0.000
N -0.4039 0.1709 3.0664 0.000
C 4.0233 -0.1076 -3.7969 0.001
H 2.9853 0.9671 -2.2643 -0.001
H 5.5456 -3.1023 -3.3797 0.000
H -0.0108 2.6005 5.9359 0.000
N -0.0468 2.0370 3.9561 0.000
C -1.5865 4.6141 3.5841 0.000
C -1.3653 -2.7675 -4.1814 0.000
C -2.6431 3.1364 5.3288 0.000
C -3.8284 -2.3673 0.4532 -0.001
C 3.8002 -0.8599 -1.5089 0.001
H 3.9602 -1.4048 2.4795 0.002
H -1.2384 4.7080 5.6934 0.000
H 0.1907 -3.8359 -2.0689 -0.002
H -3.3885 0.9111 1.4188 0.000
C 3.5520 0.0778 -2.5034 0.000


66
Properties=species:S:1:pos:R:3:mulliken_spin:R:1 method="wB97M-V/def2-TZVPD" e_above_lowest_kj_mol=72.7 spin_multiplicity=3 orbital_gap_ev="4.804 / 7.073" e_homo_ev="-2.703 / -4.980" lumo_ha="0.0772 / 0.0769" charge=-1
O 3.1645 1.1312 2.2067 0.006
H -3.7009 -2.9212 -0.2893 0.000
O -1.7075 -2.4508 0.1027 0.006
C -1.4914 1.1866 1.9405 0.077
C 2.0701 -3.9352 0.9074 0.074
O 1.8951 0.5057 0.4401 0.010
C -1.7770 1.8084 3.1358 -0.013
H 2.8301 -6.5553 0.7329 -0.005
C 0.7809 1.1009 2.4135 0.062
C 1.5062 -5.9612 2.2913 0.079
H 1.4616 1.9589 4.2427 0.000
H -4.1977 -3.5447 2.0533 0.001
C 0.5343 -3.7385 2.7665 0.039
C 1.3861 -4.5772 1.9855 0.137
O 0.2318 1.1789 -1.7101 0.007
N 0.8936 -6.6029 3.2810 0.123
N 2.2928 -6.8163 1.5367 0.038
H -2.3771 -4.9581 -0.9135 0.000
H -2.5827 -3.0425 2.5760 -0.004
H 0.0390 -4.1387 3.6409 0.030
H -0.5549 0.8439 -2.1620 0.003
O -0.0330 -1.6029 -1.5000 -0.017
C 0.5994 1.7149 3.6333 -0.013
H -1.8496 -5.3606 -2.5383 0.000
P -1.2754 -2.5253 -1.4517 -0.007
O -0.6607 -3.9744 -1.5853 0.000
C -2.4323 0.9092 0.7545 -0.014
H -3.4392 -1.5307 0.7349 -0.002
Te -2.9877 -2.1594 -3.0114 -0.001
H 1.5201 -0.0387 -2.7964 -0.001
H 1.1968 1.5635 -3.5115 0.001
C -0.6596 -6.2591 -0.9443 0.004
H 2.7838 -11.3788 2.2768 0.006
H -0.1861 2.7148 5.7036 0.000
C 1.5038 -10.2646 3.5994 -0.023
C -3.1558 -3.4409 1.7387 0.013
H -1.2318 -7.1900 -0.9213 0.000
H -0.3453 -6.0152 0.0726 0.001
C 2.7244 -9.3074 1.7309 -0.001
C 0.9597 -9.0297 3.9318 0.051
H 2.7994 -4.4505 0.2936 0.029
C 2.1106 0.8738 1.6792 -0.005
C -3.0936 -2.5428 0.5301 -0.001
O -3.5842 1.2766 0.7823 0.014
O -0.9938 2.6181 5.1907 0.006
H 3.3987 -9.4136 0.8896 -0.002
C 2.3753 -10.4041 2.5129 0.041
H 2.2168 1.4210 -2.0570 0.000
C -1.4954 -5.1489 -1.5301 -0.001
H 1.2489 -11.1353 4.1914 0.000
H 2.3275 -2.1503 -0.2024 0.013
H 0.2842 -8.9164 4.7717 0.001
Ti 0.1275 -0.3511 0.0729 0.912
N -0.2628 0.7951 1.6639 -0.060
H -2.7822 2.1293 3.3718 -0.001
C 1.8097 -2.6375 0.6132 0.080
N 0.8824 -1.8683 1.2861 0.174
C 1.2971 -7.9210 3.1597 -0.026
O -1.7834 0.3038 -0.1920 -0.008
C 1.3567 1.0174 -2.5819 0.003
C 0.3207 -2.4543 2.3956 0.131
H -0.3550 -1.8224 2.9630 -0.006
C -0.7073 2.0319 4.0038 0.029
H -2.7581 -4.4325 1.5144 -0.005
C 2.1730 -8.0834 2.0749 0.016
H 0.2380 -6.4229 -1.5439 0.000


98
Properties=species:S:1:pos:R:3:mulliken_spin:R:1 method="wB97M-V/def2-TZVPD" spin_multiplicity=2 orbital_gap_ev="5.743 / 5.647" e_homo_ev="-5.205 / -5.112" lumo_ha="0.0198 / 0.0197" charge=-1
H 6.8034 -0.9681 1.4226 0.000
C 2.4212 -0.5301 0.6269 -0.042
H 0.3705 -3.5487 5.0727 0.000
H -0.0499 -0.6440 5.9191 0.001
H -5.3731 0.4451 -2.1331 0.000
C 3.3794 0.6456 -3.4977 0.011
H 3.5384 -2.4900 2.3054 0.001
C -5.7842 -0.1958 -2.9130 0.001
P -2.5273 -0.8040 -2.3665 0.008
C -3.9221 1.6921 2.5793 -0.012
O -1.2203 -1.4691 -3.0168 0.002
F -0.1062 5.2081 0.5298 0.000
H -2.0787 -3.7236 5.1701 -0.001
H 6.3399 -0.2782 -0.1345 -0.001
H -2.9401 3.4461 3.4162 0.002
H -5.7323 0.3447 -3.8590 0.000
C -0.9048 -1.3206 5.8626 -0.009
H 4.9353 1.8932 -4.3442 0.000
H -2.9620 -0.1934 4.3190 0.004
C -4.7177 1.4103 3.8551 0.001
C 1.6430 0.4917 -1.5133 0.072
C -1.1446 -0.9108 3.4067 -0.075
C -0.5341 0.2078 1.3632 -0.124
O 0.7018 1.0586 -2.1580 0.074
F 0.1125 6.1190 -1.5709 0.000
H 4.8154 -0.6429 -1.7125 -0.001
H -5.6091 2.0397 3.8628 0.000
Co -0.7654 1.5109 -1.0101 1.029
N 0.1820 0.4690 0.2715 -0.010
H 5.7120 0.4267 1.3552 0.000
C 4.3824 -1.7973 2.2701 -0.001
H -2.2846 -3.3829 3.4419 0.001
C 1.4105 0.0979 -0.1418 0.155
C -2.1929 -2.9279 4.4295 -0.008
H -4.4864 3.7774 2.6242 0.000
C 5.9790 -0.5126 0.8681 0.007
C -1.7627 0.9847 1.3874 -0.055
C -0.2799 -0.7631 2.3748 0.074
F -1.2257 4.2676 -1.2275 0.002
C 2.3351 1.4135 -4.3157 -0.005
F 1.8633 4.9684 -0.5990 0.000
H 5.5251 -2.5881 -0.8899 -0.001
C 4.7745 -1.4638 0.8303 0.003
H -3.1246 -2.4023 4.6438 0.001
H 4.1203 -0.3164 -5.2922 0.000
H 0.5140 -1.3023 -4.0235 0.001
C -2.6497 0.8561 2.5287 -0.046
H -6.8321 -0.4004 -2.6820 0.000
H 2.0221 2.3328 -3.8247 0.002
H -0.5034 -0.8564 -6.2569 0.000
C -4.8144 1.3436 1.3755 -0.003
C -0.4969 -0.9001 -4.1152 0.002
H -5.7546 1.8968 1.4528 0.000
H 4.1162 -0.8999 2.8323 0.000
H 5.4418 1.0642 -2.8689 0.000
C -1.1113 -1.2691 -5.4486 0.000
H -3.0429 3.4686 1.6509 0.001
H -0.7910 -2.0842 6.6360 -0.001
H -2.1202 -0.8664 -5.5311 0.000
O -3.6623 -1.3146 -3.4004 -0.002
C -5.0218 -1.5016 -2.9955 0.000
H 4.3276 -3.4540 0.0746 0.000
C -0.9837 -1.9815 4.4789 0.001
C 3.6280 -0.8104 0.0662 0.048
H -5.4528 -2.1604 -3.7511 0.000
H 4.3474 2.4507 -2.7711 0.000
H -5.0411 0.2754 1.3600 0.001
H 2.2464 -0.7231 1.6708 -0.009
C 0.2842 -2.8102 4.2732 -0.002
F 0.5126 3.1420 -0.2520 0.020
C -2.3054 -0.0576 3.4705 -0.017
H 5.9835 -3.2602 0.6761 0.001
F 0.7385 4.0449 -2.3547 0.001
H -1.1609 -2.3527 -5.5668 0.000
C 3.8381 -0.4319 -1.2934 0.007
H -5.0466 0.3694 3.9075 0.000
O -2.0192 1.7651 0.4330 -0.102
H 1.4448 0.8192 -4.5018 0.001
C 4.6032 1.5659 -3.3560 0.003
S -2.4504 1.1962 -2.6120 -0.025
H -0.4483 0.1811 -3.9878 -0.001
H 2.7881 1.6670 -5.2786 0.000
H 5.2252 -2.2705 2.7779 0.000
H -5.0327 -2.0205 -2.0349 0.000
C 5.1757 -2.7689 0.1278 0.007
H 4.5717 -1.1698 -3.8121 0.000
C -3.5684 3.1878 2.5602 -0.005
C 3.7725 -0.6057 -4.2975 0.003
H 0.5557 -1.4311 2.2597 0.017
C 2.9365 0.2151 -2.0901 0.002
H 2.9142 -1.2703 -4.4164 0.000
H -4.1405 1.6404 4.7544 0.000
P 0.3165 4.6679 -0.9256 0.001
H 1.1801 -2.1855 4.2964 0.000
H -1.8034 -0.7467 6.0924 0.001
S -2.7750 -1.5390 -0.5769 -0.003
H -4.3344 1.5985 0.4334 0.000
H 0.2624 -3.3482 3.3234 0.000


22
Properties=species:S:1:pos:R:3:mulliken_spin:R:1 method="wB97M-V/def2-TZVPD" spin_multiplicity=3 orbital_gap_ev="4.741 / 5.906" e_homo_ev="-1.699 / -5.313" lumo_ha="0.1118 / 0.0218" charge=-1
C 0.5890 -1.7224 1.2571 0.016
H 1.6924 -2.0734 0.9939 0.000
P -1.4556 -0.6769 -1.0778 0.036
H -0.4813 1.2876 2.0244 -0.005
O -2.4007 0.5304 -0.9580 0.049
H -0.2179 -2.1990 0.7668 0.015
C -0.7227 0.2856 1.8178 0.035
C 0.4336 -0.2217 0.9341 0.080
H -1.4386 0.3003 1.1102 -0.003
O -1.1475 -1.1072 -2.6712 0.010
S 2.0002 0.7356 1.1376 0.094
C 2.0200 1.1791 -0.6973 0.029
N 0.9699 0.4867 -1.3037 0.891
H 2.9384 0.7897 -1.1391 0.015
H -0.8260 2.5038 -1.3604 0.005
C 0.1677 -0.0899 -0.5257 0.650
H -0.3609 2.6064 -0.8996 -0.002
H -0.8967 -0.2936 2.7034 0.003
H -1.2482 -0.4255 -3.2293 0.002
O -1.8465 -1.9549 -0.4865 0.075
H 0.4462 -2.1053 2.3632 0.008
H 1.7854 2.1647 -0.7598 -0.002


37
Properties=species:S:1:pos:R:3:mulliken_charge:R:1 method="wB97M-V/def2-TZVPD" e_above_lowest_kj_mol=204.1 orbital_gap_ev=9.330 e_homo_ev=-9.231 lumo_ha=0.0036 charge=0
H -1.4910 -2.3519 3.3509 0.335
C 1.9319 0.1604 1.9609 -0.565
H -1.3366 -2.6725 1.8839 0.147
H -3.0446 1.5898 2.3959 0.309
C 3.0043 -0.0004 0.8539 -1.158
H 0.2746 1.8142 0.3490 0.053
H 1.3683 2.9297 -2.4898 0.354
H -1.9300 -1.8757 0.6221 0.203
H -0.7165 3.5499 -2.2207 0.336
H 1.4729 -2.0352 -1.5456 0.277
H -0.1398 -0.3800 2.3609 0.116
H 2.7751 -0.2687 -0.1594 0.276
O -3.2149 0.6906 2.0817 -0.659
H 1.7043 1.1928 2.0559 0.379
O -2.7208 0.6012 -2.7089 -0.610
H -2.0953 -2.9394 -0.8467 0.434
H 3.6058 0.9060 0.9074 0.285
H -3.3640 0.7799 -2.0112 0.314
H -2.9992 -0.2644 -3.0262 0.291
H 3.6434 -0.8392 1.0824 0.360
C 0.1130 -0.3800 0.2008 0.694
H -2.3328 0.2941 2.1354 0.348
O -1.0050 -2.9450 2.7549 -0.674
C 0.6392 -0.5600 1.6040 -0.537
H 0.7875 -1.6479 1.6913 0.509
C -1.5287 -2.1889 -0.3359 -1.255
O -0.1368 3.5393 -1.4468 -0.671
C 0.0615 0.8719 -0.2537 -0.743
O 2.2019 2.5652 -2.8029 -0.637
H 2.3878 -0.2464 2.8991 0.402
H 2.7744 2.1945 -2.1334 0.298
H -0.7430 3.5394 -0.6943 0.298
C -0.3813 -1.5606 -0.6081 0.735
C 0.4611 -1.7881 -1.8165 -1.320
H -0.4152 1.0935 -1.2371 0.347
H -0.0316 -2.5284 -2.4374 0.434
H 0.4200 -0.8396 -2.4157 0.298


46
Properties=species:S:1:pos:R:3:mulliken_spin:R:1 method="wB97M-V/def2-TZVPD" spin_multiplicity=5 orbital_gap_ev="6.632 / 7.351" e_homo_ev="-6.911 / -9.020" lumo_ha="-0.0103 / -0.0613" charge=0
C 2.4361 -1.8968 -2.6088 -0.010
H -1.2291 0.8567 3.9613 0.004
C -2.9215 2.9384 -0.2785 0.001
C 0.7171 -1.0715 -5.2077 -0.042
H 0.8647 -3.1952 -2.1092 0.009
O -2.1457 -1.6422 1.2716 0.148
C -0.1987 -1.7362 5.9437 0.000
C -3.1069 4.3172 0.3088 0.000
C -0.9298 -0.1492 4.2626 0.016
C -0.5448 -0.4314 5.5766 0.003
H -3.8808 2.4173 -0.4059 0.001
C 0.9360 -0.3647 -0.1921 0.469
O -2.0122 0.5196 -0.8446 0.030
H -0.5537 1.0753 2.0191 -0.026
C 3.2933 -0.8304 -5.8941 0.008
H 0.1492 -3.7499 5.2199 0.000
C 2.4173 0.5451 -2.0491 0.304
H -2.1388 4.7793 0.5353 0.000
H 1.4932 1.6373 -0.4826 0.021
O -0.2577 -1.2583 -5.8177 0.003
H 4.1882 -0.6154 -2.6258 0.011
C 1.3157 -2.2402 -1.8356 0.463
H 0.0476 -2.2642 -0.1313 0.011
H -0.4948 0.3753 6.3081 0.000
O -2.1058 2.1948 0.6608 0.013
H 2.7494 1.4982 -2.4703 0.005
C -1.4010 -0.8762 1.8788 0.001
Fe 2.2865 -0.6441 -4.4851 1.848
H -2.3943 2.9829 -1.2400 0.001
C -0.6122 -2.4746 3.6690 -0.010
C -0.7992 0.3274 1.2702 0.562
H -3.6266 4.9561 -0.4085 0.000
C 1.6243 0.6228 -0.8813 0.080
H -0.6584 -3.2626 2.9156 -0.003
H -3.7075 4.2818 1.2253 0.000
O 1.3478 2.0616 -5.0572 -0.001
C -1.7082 0.9661 0.2427 0.015
O 3.6656 -0.7377 -6.9935 0.048
C -0.1921 -2.7464 4.9709 0.000
C 3.0833 -0.6145 -2.5671 0.108
H 0.3561 -0.0486 0.7754 0.085
C -0.9623 -1.1686 3.2975 -0.018
H 2.9767 -2.7215 -3.1068 0.003
C 0.7519 -1.6399 -0.6974 -0.115
H 0.1173 -1.9576 6.9629 0.000
C 1.7650 0.9850 -4.8860 -0.044